# 1
This record from the OMol25 dataset describes the molecule C5H4O2 at a distorted geometry. The level of theory is ωB97M-V with the def2-TZVPD basis set.

XYZ file:
```
11
Properties=species:S:1:pos:R:3
C 1.688 -0.369 -0.697
C 1.098 0.667 -0.482
C -0.244 1.282 -0.378
O -0.545 2.425 -0.573
C -1.121 0.064 -0.070
C -0.129 -0.754 0.759
O 0.455 -0.161 1.654
H 2.227 -1.234 -0.385
H -1.968 0.265 0.586
H -1.488 -0.354 -1.023
H 0.027 -1.832 0.609
```

Output
maximum force	1.9	eV/Å
electronic energy	-343.25288	Eh
LUMO level	-0.01	eV
frontier orbital gap	10.3	eV

---

# 2
This record from the OMol25 dataset describes the molecule C5H4O2. The level of theory is ωB97M-V with the def2-TZVPD basis set.

XYZ file:
```
11
Properties=species:S:1:pos:R:3
O 2.203 -1.400 -0.444
C 1.242 -0.824 -0.015
C 1.133 0.605 0.225
C -0.060 1.183 -0.016
C -1.246 0.374 -0.123
C -1.122 -0.949 0.080
O 0.073 -1.554 0.204
H 2.053 1.156 0.388
H -0.118 2.256 -0.154
H -2.219 0.814 -0.291
H -1.938 -1.659 0.147
```

Output
maximum force	0.5	eV/Å
electronic energy	-343.38460	Eh
LUMO level	0.29	eV
frontier orbital gap	9.5	eV

---

# 3
This record from the OMol25 dataset describes the molecule C5H4O2. The level of theory is ωB97M-V with the def2-TZVPD basis set.

XYZ file:
```
11
Properties=species:S:1:pos:R:3
O -1.280 1.416 1.967
C -0.793 0.759 1.086
C -0.159 -0.547 1.164
C 0.661 -0.958 0.168
C 0.720 -0.263 -1.084
C -0.135 0.763 -1.257
O -0.814 1.311 -0.236
H -0.355 -1.158 2.040
H 1.234 -1.873 0.280
H 1.327 -0.629 -1.903
H -0.406 1.179 -2.226
```

Output
maximum force	0.8	eV/Å
electronic energy	-343.38600	Eh
LUMO level	0.19	eV
frontier orbital gap	9.3	eV

---

# 4
This record from the OMol25 dataset describes the molecule C5H4O2S at a distorted geometry. The level of theory is ωB97M-V with the def2-TZVPD basis set.

XYZ file:
```
12
Properties=species:S:1:pos:R:3
O -1.244 -1.165 1.406
C -0.433 -0.788 0.587
C -0.291 0.600 0.205
C -0.152 1.757 -0.136
C 0.003 3.120 -0.509
S -0.582 3.758 -1.883
C 0.495 -1.783 -0.105
O 0.278 -3.064 0.388
H 0.557 3.734 0.183
H 1.554 -1.440 0.039
H 0.299 -1.718 -1.180
H -0.483 -3.013 1.005
```

Output
maximum force	1.0	eV/Å
electronic energy	-741.48951	Eh
LUMO level	-1.55	eV
frontier orbital gap	8.0	eV

---

# 5
This record from the OMol25 dataset describes the ion C5H4O3P with charge -1 at a distorted geometry. The level of theory is ωB97M-V with the def2-TZVPD basis set.

XYZ file:
```
13
Properties=species:S:1:pos:R:3
O 2.595 -2.419 -0.429
C 2.193 -1.315 -0.074
C 0.962 -1.171 0.803
C -0.103 -0.454 0.563
C -0.264 0.424 -0.614
C 0.744 1.233 -0.960
P 2.437 1.416 -0.102
O 2.289 1.506 1.398
O 2.801 -0.294 -0.519
H 0.951 -1.713 1.797
H -0.973 -0.340 1.096
H -1.220 0.674 -1.045
H 0.591 1.948 -1.806
```

Output
maximum force	3.4	eV/Å
charge	-1
electronic energy	-760.04924	Eh
LUMO level	3.92	eV
frontier orbital gap	7.5	eV

---

# 6
This record from the OMol25 dataset describes a structure of composition C5H4OTl at a distorted geometry. The level of theory is ωB97M-V with the def2-TZVPD basis set.

XYZ file:
```
11
Properties=species:S:1:pos:R:3
C 0.466 -0.127 0.776
C -0.562 -0.798 1.600
C -1.464 -1.396 2.210
H 1.365 0.114 1.363
H 1.134 -1.061 -0.010
C -0.099 1.198 0.265
Tl -0.905 3.365 -0.769
O -0.434 0.998 -0.961
C 0.201 -0.696 -1.181
H -0.725 -1.219 -1.452
H 1.020 -0.379 -1.841
```

Output
maximum force	5.6	eV/Å
charge	-1
electronic energy	-440.21334	Eh
LUMO level (alpha / beta)	2.27 / 2.36	eV
frontier orbital gap (alpha / beta)	4.1 / 3.9	eV

---

# 7
This record from the OMol25 dataset describes the molecule C5H4S at a distorted geometry. The level of theory is ωB97M-V with the def2-TZVPD basis set.

XYZ file:
```
10
Properties=species:S:1:pos:R:3
C 0.158 3.095 1.545
C 0.231 2.048 0.943
C 0.256 0.913 0.171
C 0.256 -0.163 -0.375
C 0.265 -1.474 -1.010
S -1.360 -2.282 -1.031
H 0.007 3.958 2.110
H 1.009 -2.135 -0.552
H 0.563 -1.331 -2.060
H -1.384 -2.629 0.260
```

Output
maximum force	1.8	eV/Å
electronic energy	-590.97483	Eh
LUMO level	0.76	eV
frontier orbital gap	10.0	eV

---

# 8
This record from the OMol25 dataset describes the molecule C5H4S3 at a distorted geometry. The level of theory is ωB97M-V with the def2-TZVPD basis set.

XYZ file:
```
12
Properties=species:S:1:pos:R:3
S 3.185 -1.595 0.055
C 2.319 -0.253 -0.006
C 0.911 -0.219 -0.146
C 0.115 0.868 -0.102
C -1.370 0.593 -0.012
C -1.650 -0.887 -0.036
S -3.090 -1.600 0.057
S -0.055 -1.702 -0.202
H 2.768 0.748 0.171
H 0.476 1.851 -0.050
H -1.960 1.240 -0.758
H -1.650 0.958 1.029
```

Output
maximum force	2.3	eV/Å
electronic energy	-1387.43502	Eh
LUMO level	-1.14	eV
frontier orbital gap	7.6	eV